This record from OMol25 describes a 2-piece molecular cluster, C2H6IOS overall. The level of theory is the ωB97M-V functional and the def2-TZVPD basis.

Computed properties:
Relative energy (zero: lowest compared OMol25 entry of this formula, charge and spin) in kcal/mol: 132.34
Total charge: +1
Frontier orbital gap in Ha: 0.2670

```
11
Properties=species:S:1:pos:R:3:forces:R:3:lowdin_charge:R:1
C 0.073 0.019 1.327 -1.087 -0.709 0.994 -0.34
C 0.286 0.646 -1.454 0.401 -1.108 0.393 -0.23
O -0.678 -2.800 -0.177 0.729 1.023 -0.033 -0.12
S 0.826 -0.595 -0.160 -0.162 0.193 -1.278 0.51
I 3.231 -0.431 0.136 -0.880 0.073 -0.144 0.74
H -0.039 1.121 1.509 0.641 -1.068 -0.491 0.10
H 0.712 -0.529 2.051 -0.682 0.698 0.207 0.05
H -0.955 -0.474 1.338 1.270 0.597 -0.041 0.09
H 0.440 1.619 -1.055 -0.415 0.812 0.859 0.05
H -0.758 0.329 -1.601 0.428 0.431 -0.296 0.08
H 0.938 0.671 -2.326 -0.243 -0.941 -0.169 0.07
```
Forces are in eV/Å.